(1)
Formula: C36H96As5F30N6O6
Source: OMol25
Level of theory: ωB97M-V/def2-TZVPD

Geometry as XYZ:
```
179
Properties=species:S:1:pos:R:3:lowdin_charge:R:1
C -9.82 11.14 16.09 -0.054
C -10.03 10.00 17.08 -0.153
N -10.84 8.82 16.51 -0.260
C -9.89 8.00 15.71 0.012
C -11.28 7.98 17.71 -0.150
C -11.91 6.65 17.35 -0.045
C -12.04 9.24 15.71 -0.074
C -13.23 9.74 16.51 -0.213
O -12.74 10.73 17.39 -0.202
C -13.78 11.37 18.15 -0.048
H -10.79 11.60 15.92 0.076
H -9.48 10.87 15.09 0.084
H -9.14 11.87 16.51 0.096
H -10.49 10.35 17.99 0.127
H -9.07 9.53 17.28 0.128
H -9.24 8.65 15.12 0.106
H -10.44 7.30 15.08 0.107
H -9.27 7.40 16.37 0.115
H -11.99 8.63 18.23 0.122
H -10.34 7.87 18.25 0.135
H -12.27 6.18 18.26 0.098
H -11.28 5.95 16.80 0.084
H -12.88 6.88 16.90 0.078
H -12.36 8.33 15.21 0.134
H -11.75 9.99 14.98 0.132
H -13.90 8.94 16.86 0.118
H -13.92 10.24 15.82 0.110
H -14.49 10.63 18.51 0.061
H -14.25 12.15 17.56 0.090
H -13.32 11.79 19.04 0.101
C -15.91 14.79 13.16 -0.051
C -14.94 15.33 14.21 -0.166
N -15.29 16.72 14.69 -0.245
C -14.34 17.01 15.81 0.016
C -15.19 17.73 13.58 -0.136
C -13.81 17.74 12.89 -0.050
C -16.72 16.66 15.23 -0.068
C -17.10 17.78 16.17 -0.200
O -17.03 19.04 15.52 -0.187
C -16.97 20.11 16.44 -0.089
H -15.82 15.42 12.28 0.074
H -16.94 14.77 13.50 0.048
H -15.68 13.73 12.99 0.075
H -13.91 15.19 13.86 0.124
H -14.95 14.72 15.12 0.124
H -13.37 16.61 15.51 0.097
H -14.72 16.57 16.72 0.085
H -14.14 18.08 15.93 0.120
H -15.35 18.72 14.00 0.121
H -15.94 17.42 12.86 0.122
H -13.00 17.60 13.61 0.071
H -13.65 18.75 12.52 0.087
H -13.68 16.92 12.18 0.076
H -16.69 15.76 15.84 0.116
H -17.38 16.46 14.39 0.105
H -16.50 17.73 17.08 0.104
H -18.14 17.62 16.49 0.138
H -16.44 20.96 16.01 0.087
H -16.49 19.88 17.40 0.091
H -18.00 20.45 16.62 0.095
C -17.49 13.82 8.02 -0.040
C -18.24 13.48 9.31 -0.166
N -18.66 12.04 9.49 -0.242
C -19.04 11.87 10.93 -0.010
C -19.94 11.88 8.70 -0.132
C -20.40 10.43 8.45 -0.059
C -17.64 11.01 9.11 -0.076
C -16.44 11.01 10.04 -0.201
O -15.54 10.09 9.49 -0.161
C -14.58 9.56 10.36 -0.101
H -17.07 14.82 8.09 0.092
H -18.11 13.72 7.14 0.081
H -16.64 13.14 7.90 0.069
H -19.16 14.04 9.38 0.109
H -17.62 13.78 10.16 0.123
H -18.25 12.05 11.66 0.087
H -19.39 10.85 11.06 0.097
H -19.84 12.57 11.11 0.076
H -19.77 12.42 7.77 0.126
H -20.79 12.25 9.28 0.129
H -21.44 10.47 8.12 0.098
H -20.51 9.95 9.43 0.068
H -19.80 9.85 7.76 0.077
H -17.28 11.31 8.13 0.130
H -18.08 10.02 9.07 0.119
H -16.66 10.76 11.08 0.095
H -16.02 12.03 10.09 0.134
H -13.57 9.65 9.95 0.086
H -14.73 8.47 10.45 0.085
H -14.53 9.99 11.37 0.087
C -16.62 8.30 18.85 -0.015
C -17.14 9.18 19.96 -0.304
C -16.12 9.36 21.06 -0.234
O -16.53 10.36 21.93 -0.176
C -15.97 10.32 23.23 -0.070
N -17.47 10.53 19.38 0.233
H -16.76 11.14 18.96 0.106
H -18.26 10.43 18.74 0.120
H -17.81 11.07 20.19 0.161
H -17.40 7.99 18.16 0.085
H -16.06 7.43 19.21 0.091
H -15.86 8.91 18.35 0.057
H -18.02 8.88 20.53 0.156
H -15.06 9.49 20.76 0.130
H -16.01 8.37 21.54 0.139
H -16.47 9.58 23.86 0.097
H -16.23 11.28 23.68 0.098
H -14.88 10.22 23.20 0.093
C -17.87 6.79 14.64 -0.029
C -18.60 7.49 13.51 -0.326
C -18.44 6.81 12.16 -0.197
O -19.16 7.55 11.22 -0.185
C -19.07 7.04 9.90 -0.085
N -20.01 7.79 13.92 0.227
H -20.54 6.95 14.18 0.179
H -20.11 8.48 14.68 0.120
H -20.59 8.05 13.10 0.106
H -18.38 5.85 14.84 0.092
H -17.90 7.39 15.55 0.065
H -16.85 6.61 14.30 0.088
H -18.25 8.51 13.36 0.118
H -18.79 5.77 12.24 0.141
H -17.39 6.69 11.88 0.136
H -19.57 7.76 9.25 0.072
H -19.62 6.11 9.81 0.102
H -18.06 7.11 9.48 0.097
C -20.68 14.96 17.21 -0.029
C -21.44 13.75 16.68 -0.306
C -22.92 14.06 16.49 -0.174
O -23.05 15.04 15.48 -0.196
C -24.13 14.81 14.56 -0.085
N -20.75 13.22 15.45 0.246
H -19.80 12.89 15.62 0.119
H -21.38 12.47 15.16 0.114
H -20.87 13.84 14.64 0.116
H -19.60 14.84 17.24 0.048
H -20.93 15.05 18.27 0.096
H -20.88 15.88 16.67 0.089
H -21.41 12.89 17.35 0.115
H -23.24 14.55 17.42 0.141
H -23.43 13.12 16.27 0.127
H -24.32 15.76 14.08 0.092
H -24.99 14.43 15.13 0.090
H -23.93 13.98 13.88 0.067
As -19.99 15.69 12.29 0.763
F -20.74 17.12 11.65 -0.230
F -21.45 15.05 12.99 -0.234
F -19.20 14.28 13.00 -0.273
F -18.46 16.20 11.61 -0.260
F -19.63 16.54 13.77 -0.249
F -20.35 14.83 10.84 -0.244
As -21.30 9.77 18.18 0.767
F -21.32 10.78 19.61 -0.257
F -20.15 8.77 19.07 -0.265
F -21.39 8.64 16.84 -0.269
F -22.48 10.83 17.41 -0.259
F -20.08 10.75 17.40 -0.260
F -22.68 8.92 18.80 -0.249
As -17.03 10.94 14.98 0.782
F -16.81 11.19 16.70 -0.245
F -17.96 12.38 14.84 -0.219
F -17.07 10.70 13.26 -0.245
F -16.09 9.44 15.16 -0.276
F -18.39 9.89 15.25 -0.238
F -15.55 11.83 14.71 -0.254
As -22.23 10.45 12.99 0.767
F -21.81 11.35 11.56 -0.243
F -21.81 8.94 12.13 -0.272
F -22.59 9.51 14.40 -0.224
F -22.73 11.95 13.70 -0.233
F -23.84 10.25 12.41 -0.230
F -20.57 10.67 13.51 -0.243
As -16.80 14.48 18.88 0.758
F -18.35 13.84 19.29 -0.239
F -17.57 16.00 18.43 -0.245
F -15.24 15.12 18.37 -0.261
F -16.02 12.97 19.36 -0.268
F -17.03 13.83 17.27 -0.266
F -16.54 15.08 20.48 -0.233
```

Output
- Charge: +1
- Frontier orbital gap: 7.97 eV
- LUMO: -2.4154 eV
- Highest occupied orbital energy: -10.39 eV

(2)
Formula: C36H96As5F30N6O6
Source: OMol25
Level of theory: ωB97M-V/def2-TZVPD

Geometry as XYZ:
```
179
Properties=species:S:1:pos:R:3:lowdin_charge:R:1
C 0.19 -4.79 -1.41 -0.040
C 0.30 -6.28 -1.81 -0.142
N -1.02 -7.13 -1.90 -0.196
C -1.93 -6.46 -2.96 0.003
C -0.75 -8.60 -2.35 -0.137
C -0.41 -8.74 -3.83 -0.068
C -1.84 -7.06 -0.49 -0.018
C -1.15 -7.76 0.65 -0.207
O 0.04 -7.11 1.08 -0.210
C -0.10 -6.51 2.36 -0.077
H -0.36 -4.29 -2.21 0.071
H 1.22 -4.45 -1.52 0.086
H -0.32 -4.50 -0.48 0.078
H 0.94 -6.84 -1.12 0.086
H 0.73 -6.37 -2.81 0.120
H -1.48 -6.17 -3.91 0.105
H -2.45 -5.60 -2.54 0.101
H -2.60 -7.30 -3.14 0.101
H -1.47 -9.36 -2.04 0.137
H 0.08 -8.83 -1.68 0.099
H -1.27 -8.90 -4.49 0.085
H 0.34 -9.50 -4.04 0.068
H 0.12 -7.88 -4.22 0.068
H -2.88 -7.32 -0.66 0.141
H -1.90 -5.99 -0.29 0.116
H -0.88 -8.81 0.49 0.105
H -1.84 -7.74 1.49 0.113
H -0.86 -5.73 2.44 0.097
H 0.80 -5.95 2.65 0.070
H -0.32 -7.25 3.13 0.097
C -0.77 -14.58 1.94 -0.084
C -0.46 -16.00 1.66 -0.150
N 0.92 -16.45 2.28 -0.191
C 2.07 -15.54 1.70 0.029
C 0.91 -16.41 3.78 -0.134
C 2.21 -17.02 4.43 -0.043
C 1.28 -17.92 1.71 -0.040
C 0.33 -19.01 2.25 -0.175
O -1.04 -18.85 1.86 -0.211
C -1.78 -19.86 2.37 -0.129
H -1.58 -14.13 1.38 0.092
H 0.08 -13.93 1.74 0.050
H -0.95 -14.42 3.01 0.090
H -0.49 -16.13 0.58 0.131
H -1.29 -16.60 2.04 0.122
H 2.02 -14.56 2.19 0.083
H 1.94 -15.45 0.62 0.092
H 3.08 -15.93 1.86 0.100
H 0.04 -16.94 4.16 0.131
H 0.78 -15.34 3.97 0.121
H 2.41 -18.08 4.28 0.071
H 2.10 -16.86 5.50 0.085
H 3.12 -16.48 4.14 0.066
H 2.35 -18.10 1.83 0.122
H 1.25 -17.81 0.62 0.123
H 0.48 -18.98 3.33 0.111
H 0.56 -20.00 1.84 0.135
H -1.59 -20.82 1.90 0.097
H -2.75 -19.38 2.22 0.113
H -1.52 -20.00 3.42 0.094
C 5.13 -2.90 2.01 -0.058
C 5.94 -4.16 1.69 -0.145
N 6.04 -5.23 2.84 -0.190
C 6.98 -6.39 2.33 0.043
C 6.80 -4.56 4.01 -0.157
C 6.88 -5.42 5.30 -0.039
C 4.63 -5.75 3.29 -0.070
C 3.62 -6.12 2.27 -0.222
O 4.22 -7.03 1.41 -0.199
C 3.81 -7.10 0.07 -0.070
H 4.18 -3.25 2.40 0.069
H 4.83 -2.49 1.04 0.088
H 5.54 -2.07 2.58 0.088
H 6.96 -3.82 1.50 0.124
H 5.62 -4.72 0.82 0.118
H 6.58 -6.70 1.36 0.092
H 6.81 -7.22 3.01 0.089
H 8.05 -6.16 2.24 0.105
H 6.33 -3.62 4.30 0.119
H 7.74 -4.24 3.56 0.121
H 5.96 -5.38 5.87 0.086
H 7.75 -5.09 5.87 0.085
H 7.27 -6.42 5.14 0.052
H 4.29 -4.98 3.99 0.141
H 4.77 -6.64 3.91 0.113
H 3.44 -5.21 1.70 0.114
H 2.69 -6.48 2.71 0.103
H 2.79 -7.46 -0.03 0.060
H 4.48 -7.74 -0.50 0.095
H 3.70 -6.07 -0.28 0.087
C 4.15 -10.07 3.00 -0.016
C 2.59 -9.89 2.82 -0.210
C 1.99 -10.38 1.47 -0.142
O 1.89 -11.84 1.26 -0.164
C 1.30 -12.04 0.02 -0.140
N 1.87 -10.64 3.94 0.256
H 2.44 -11.44 4.17 0.077
H 1.88 -10.15 4.83 0.110
H 0.91 -10.88 3.72 0.121
H 4.57 -11.02 3.31 0.077
H 4.60 -9.26 3.56 0.060
H 4.68 -9.86 2.08 0.059
H 2.32 -8.83 2.76 0.122
H 2.62 -9.97 0.68 0.113
H 1.09 -9.81 1.24 0.105
H 1.32 -13.12 -0.13 0.067
H 1.80 -11.60 -0.84 0.080
H 0.24 -11.83 0.07 0.094
C 3.83 -14.32 -3.03 -0.029
C 5.38 -14.14 -2.98 -0.249
C 6.01 -14.80 -4.24 -0.224
O 5.48 -14.06 -5.28 -0.170
C 6.22 -14.38 -6.45 -0.074
N 5.73 -12.66 -2.82 0.249
H 5.31 -12.26 -1.99 0.138
H 6.71 -12.49 -2.67 0.172
H 5.39 -12.10 -3.60 0.104
H 3.34 -14.15 -2.06 0.066
H 3.56 -15.36 -3.19 0.085
H 3.29 -13.74 -3.78 0.084
H 5.79 -14.71 -2.14 0.148
H 5.78 -15.86 -4.13 0.139
H 7.08 -14.63 -4.12 0.131
H 7.10 -13.75 -6.44 0.098
H 5.61 -14.14 -7.32 0.097
H 6.44 -15.45 -6.52 0.096
C 11.23 -9.49 7.25 -0.047
C 9.96 -9.60 6.39 -0.256
C 8.86 -8.54 6.75 -0.186
O 7.75 -8.63 5.89 -0.201
C 6.79 -9.65 6.23 -0.066
N 10.37 -9.45 4.89 0.243
H 10.80 -8.54 4.84 0.162
H 11.08 -10.16 4.77 0.151
H 9.67 -9.58 4.18 0.076
H 10.93 -9.80 8.25 0.093
H 11.50 -8.46 7.47 0.087
H 12.08 -10.16 7.09 0.092
H 9.62 -10.62 6.55 0.150
H 9.26 -7.52 6.74 0.125
H 8.62 -8.63 7.80 0.140
H 6.33 -9.50 7.21 0.086
H 7.22 -10.65 6.28 0.085
H 6.03 -9.67 5.44 0.073
As 2.72 -7.61 6.88 0.968
F 1.06 -6.92 6.80 -0.287
F 2.46 -7.72 8.65 -0.279
F 4.34 -8.36 7.13 -0.284
F 2.98 -7.41 5.08 -0.299
F 3.38 -5.92 7.08 -0.313
F 2.15 -9.34 6.65 -0.296
As -2.70 -10.84 2.97 0.965
F -2.41 -9.08 3.41 -0.305
F -2.74 -10.33 1.18 -0.324
F -3.01 -12.58 2.54 -0.296
F -2.68 -11.34 4.70 -0.280
F -4.45 -10.60 3.08 -0.270
F -0.93 -11.13 2.90 -0.295
As 8.69 -10.76 1.88 0.884
F 6.96 -10.64 1.34 -0.297
F 8.21 -11.15 3.60 -0.287
F 10.39 -10.89 2.27 -0.263
F 9.14 -10.46 0.20 -0.270
F 8.79 -9.03 2.27 -0.278
F 8.62 -12.55 1.60 -0.294
As 3.94 -13.09 5.99 0.957
F 5.41 -13.19 4.91 -0.302
F 2.89 -13.26 4.51 -0.321
F 2.42 -12.87 6.90 -0.268
F 5.03 -13.03 7.41 -0.266
F 3.91 -11.33 5.71 -0.273
F 3.78 -14.91 6.02 -0.300
As 3.69 -9.55 -3.44 0.911
F 4.63 -10.15 -2.06 -0.279
F 2.71 -11.06 -3.38 -0.291
F 2.70 -8.89 -4.77 -0.269
F 4.68 -8.02 -3.65 -0.287
F 4.85 -10.40 -4.47 -0.267
F 2.56 -8.76 -2.29 -0.279
```

Output
- Charge: +1
- Frontier orbital gap: 10.10 eV
- LUMO: -1.9837 eV
- Highest occupied orbital energy: -12.08 eV

Most stable pick: (1). Distance to second place: 0.2341 hartree.